1.
The following is a quantum chemistry calculation of a 8-piece molecular cluster, C26H46N2O21 overall, from OMol25.

Element x y z (Å)
H1 -2.5819 4.8008 -1.5735
O1 0.8252 -0.4262 -2.3733
H2 1.8319 3.0798 0.1745
O2 -1.1870 -1.4192 -0.3944
O3 0.3189 -3.1181 5.2773
H3 0.4830 0.5014 3.0313
H4 3.9470 4.0720 -6.3691
H5 2.2722 4.2326 -7.1341
H6 -4.6412 -3.0506 1.9504
O4 1.8764 2.5261 2.7671
H7 2.3859 4.7447 0.4820
O5 -0.6919 3.8226 -2.0525
O6 -1.6431 -3.5448 -4.2734
H8 -1.5368 6.4462 -0.6644
C1 2.8780 3.0969 1.9950
H9 0.0010 0.9599 5.2131
O7 -6.9262 0.7457 1.0729
C2 -0.7274 -2.0399 -1.6030
H10 2.0968 -2.8169 0.0767
O8 -1.1290 -5.2023 -5.5216
H11 -0.2427 -3.9573 2.5758
H12 2.1534 0.7620 6.7691
O9 1.2376 4.4188 -3.0085
H13 -3.4085 -2.3975 2.8847
C3 -3.7745 -2.3961 1.8580
H14 -4.2520 -1.9220 -0.7749
H15 2.2516 1.9708 5.4824
H16 3.6447 3.7232 2.4511
H17 0.6849 -0.7920 0.2893
H18 2.9423 0.2862 5.3859
O10 3.1596 2.0334 -5.0690
H19 -3.0306 -2.9060 1.2459
C4 -0.3165 -0.3680 0.2150
H20 -0.2981 0.4623 -0.4910
C5 -2.1140 3.0948 -0.2985
O11 -5.4906 -0.2214 -0.3716
H21 -0.2325 -5.0133 -2.8120
C6 2.1029 0.9113 5.6905
O12 -0.2336 3.1189 3.4229
C7 0.0652 -4.0404 1.5335
H22 -1.0515 -6.5353 -3.3177
C8 1.1860 0.4883 -3.4035
C9 0.3190 -5.7947 0.2212
O13 0.7219 -1.5789 3.6610
H23 2.6114 4.8595 -5.5236
H24 2.9327 1.0693 0.9105
C10 2.8654 4.0725 -6.2338
C11 0.3161 4.5878 -2.1912
C12 2.5131 -3.2542 0.9842
H25 -0.2539 -1.6654 -3.6415
H26 1.5489 0.0486 -4.3325
C13 1.1189 -0.1692 3.6092
C14 -0.3629 -1.1041 -2.7135
O14 -0.5599 -5.0962 0.8581
H27 2.7508 -2.4265 1.6524
H28 -0.7740 5.4452 0.5187
C15 -0.9597 5.5283 -0.5521
H29 3.4288 -3.7864 0.7263
H30 0.0688 -2.7659 -1.4382
O15 0.2713 5.5387 -1.2259
C16 -4.0202 -0.9793 1.2833
H31 -1.2096 -0.4249 -2.8126
H32 -3.2338 -0.2955 1.6027
O16 -0.0659 -6.6881 -0.5476
H33 -3.4954 -0.3846 -0.7356
H34 -2.5112 2.3183 -0.9522
H35 -0.6185 -0.0560 1.2148
C17 -4.2736 -0.9695 -0.2454
O17 -5.2304 -0.5115 1.7646
N1 -1.3388 -4.6878 -4.4167
H36 -1.2377 2.6764 0.1967
H37 4.2224 2.0394 0.4807
H38 -2.8098 3.3693 0.4945
C18 3.5864 1.8282 1.3404
C19 -1.6872 4.3365 -1.1586
H39 -0.1793 -3.0663 1.1100
H40 1.9847 1.0328 -2.8999
N2 2.3880 2.8254 -5.6190
H41 -1.9866 -5.2322 -2.4681
O18 1.5266 -5.3133 0.3416
C20 0.7530 3.2360 2.6895
H42 0.4257 1.2433 -3.6034
C21 0.5450 -1.9802 4.8729
O19 1.1846 2.7302 -5.6385
C22 0.8635 0.3119 5.0573
H43 1.9657 -4.8376 2.2530
H44 4.3152 1.3548 1.9982
C23 -1.1662 -5.4649 -3.1470
H45 2.1745 -0.0577 3.3613
C24 -5.9487 0.0939 0.8181
C25 1.5601 -4.3385 1.3730
O20 0.8593 4.0576 1.6616
O21 0.7879 -0.9579 5.7209
C26 2.0129 3.8305 0.9437
H46 -1.5343 -2.6788 -1.9619

Cartesian forces (eV/Å) of the 2 atoms listed first:
H 0.0876 -0.7765 -1.1841
O -0.5215 -0.1503 -0.9492

Kohn-Sham gap in eV: 10.1
SMILES string: C[C@H]1COC(=O)O1.C[C@H]1COC(=O)O1.C[C@H]1COC(=O)O1.C[C@H]1COC(=O)O1.C[C@H]1COC(=O)O1.C[N+](=O)[O-].C[N+](=O)[O-].COCCOC
Total charge: 0
DFT total energy in eV: -73678.0460
LUMO in eV: 0.1
E_HOMO in Ha: -0.3672

Quick look at the Löwdin charges, all values in e: atom 1 (H): 0.15, atom 2 (O): -0.20, atom 3 (H): 0.13, atom 4 (O): -0.21, atom 5 (O): 0.12, atom 6 (H): 0.10, atom 7 (H): 0.10, atom 8 (H): 0.10, atom 9 (H): 0.09, atom 10 (O): 0.05, atom 11 (H): 0.15, atom 12 (O): 0.11, atom 13 (O): 0.05, atom 14 (H): 0.13, atom 15 (C): -0.25, atom 16 (H): 0.15, atom 17 (O): 0.15, atom 18 (C): -0.20, atom 19 (H): 0.08, atom 20 (O): 0.06, atom 21 (H): 0.13, atom 22 (H): 0.09, atom 23 (O): 0.10, atom 24 (H): 0.08, atom 25 (C): 0.00, atom 26 (H): 0.14, atom 27 (H): 0.08, atom 28 (H): 0.16, atom 29 (H): 0.07, atom 30 (H): 0.09, atom 31 (O): 0.05, atom 32 (H): 0.07, atom 33 (C): -0.03, atom 34 (H): 0.07, atom 35 (C): 0.01, atom 36 (O): 0.09, atom 37 (H): 0.10, atom 38 (C): -0.02, atom 39 (O): 0.13, atom 40 (C): -0.08, atom 41 (H): 0.10, atom 42 (C): -0.11, atom 43 (C): -0.60, atom 44 (O): 0.08, atom 45 (H): 0.10, atom 46 (H): 0.08, atom 47 (C): 0.04, atom 48 (C): -0.56, atom 49 (C): -0.01, atom 50 (H): 0.12, atom 51 (H): 0.09, atom 52 (C): -0.05, atom 53 (C): -0.22, atom 54 (O): 0.11, atom 55 (H): 0.08, atom 56 (H): 0.12, atom 57 (C): -0.10, atom 58 (H): 0.10, atom 59 (H): 0.11, atom 60 (O): 0.06, atom 61 (C): -0.31, atom 62 (H): 0.13, atom 63 (H): 0.14, atom 64 (O): 0.09, atom 65 (H): 0.11, atom 66 (H): 0.08, atom 67 (H): 0.07, atom 68 (C): -0.07, atom 69 (O): 0.09, atom 70 (N): -0.44, atom 71 (H): 0.06, atom 72 (H): 0.08, atom 73 (H): 0.09, atom 74 (C): -0.01, atom 75 (C): -0.24, atom 76 (H): 0.11, atom 77 (H): 0.08, atom 78 (N): -0.43, atom 79 (H): 0.10, atom 80 (O): 0.12, atom 81 (C): -0.53, atom 82 (H): 0.08, atom 83 (C): -0.58, atom 84 (O): 0.06, atom 85 (C): -0.28, atom 86 (H): 0.16, atom 87 (H): 0.08, atom 88 (C): 0.05, atom 89 (H): 0.12, atom 90 (C): -0.60, atom 91 (C): -0.30, atom 92 (O): 0.07, atom 93 (O): 0.07, atom 94 (C): -0.09, atom 95 (H): 0.11

2.
The following is a quantum chemistry calculation of a 8-piece molecular cluster, C26H47N2O11PS overall, from OMol25.

Element x y z (Å)
H1 3.7575 0.2422 2.4837
C1 -2.7779 0.7340 1.6256
C2 4.9551 6.9232 2.3604
H2 3.7699 4.9768 -5.0553
H3 4.6350 6.3555 1.4831
H4 4.8784 5.4598 -6.3583
C3 4.4378 0.3318 1.6301
C4 -2.2325 -1.9236 1.6588
H5 5.2702 3.1606 -0.2357
C5 -6.9113 -4.5481 -0.0201
H6 -2.7866 -5.0861 3.1418
O1 -0.9674 -3.9674 2.8061
H7 0.9503 -2.0228 2.7820
H8 4.8752 7.9919 2.1346
C6 -1.3204 -3.2865 1.7055
C7 4.0427 5.1631 4.0004
C8 -8.7853 -6.2289 -0.5525
C9 -3.8542 -1.8255 1.4897
H9 -8.8032 -1.9857 -2.2167
H10 3.8965 3.9904 -6.5492
H11 -9.2251 -6.1419 0.4443
H12 9.3765 1.7276 -4.4505
H13 -9.0654 1.1968 -2.7138
H14 9.8679 3.1748 -0.9447
H15 8.1310 3.5170 -0.7834
H16 3.6818 4.5170 3.1963
O2 3.7934 2.6293 1.7190
O3 7.6193 1.9565 -2.6774
C10 -7.7900 -0.1781 -1.6834
O4 -8.3900 -4.2810 -1.8757
H17 -6.4817 -3.6126 -0.3940
H18 5.4377 0.0240 1.9460
O5 -4.6950 -5.7545 1.6601
C11 -1.5885 -0.3766 1.7414
O6 1.1083 -1.0673 3.0587
P1 0.2889 -0.0476 1.9034
O7 3.3984 7.4605 4.0893
H19 3.3624 5.0734 4.8540
C12 -4.3636 -6.4317 2.6319
C13 -8.9234 0.8123 -1.7006
H20 -8.0294 -1.1241 -3.5877
C14 -8.0587 -4.9582 -0.9039
H21 9.1224 4.5279 -1.8582
H22 -4.3868 -2.8918 1.3850
C15 -3.2162 -6.0216 3.5157
O8 1.0140 -0.2436 0.3107
H23 10.6526 2.0476 -3.2550
N1 -4.7869 -0.6820 1.4419
H24 -7.0385 -2.0334 -2.4254
H25 5.0300 1.5242 -0.8873
H26 -2.4044 1.8692 1.6389
O9 -6.7866 0.0117 -0.9978
N2 -4.2533 0.5627 1.5089
H27 -4.8989 1.4010 1.4436
H28 5.9957 6.6939 2.6032
C16 8.6790 2.5784 -2.6209
C17 9.7279 2.4340 -3.6909
C18 8.9767 3.5132 -1.4792
H29 -8.0943 -7.0748 -0.5912
C19 5.3502 2.0920 -0.0100
H30 0.5451 -1.0618 -0.0782
H31 -5.5300 -7.6154 3.9801
H32 4.5080 2.8495 -3.5879
C20 4.4664 1.7626 1.1632
H33 -3.5725 -5.8597 4.5360
C21 -5.0902 -7.7024 2.9833
O10 6.7269 4.1231 -5.3190
H34 -9.8393 0.3352 -1.3428
C22 5.1512 2.5676 -4.4252
H35 9.9070 3.4006 -4.1684
C23 4.4447 4.6042 -5.8301
H36 -7.2675 -4.3862 1.0002
C24 4.0714 6.5938 3.5336
H37 -5.8940 -7.8729 2.2592
C25 5.5474 3.7946 -5.2020
H38 4.0769 -0.3143 0.8259
H39 5.0427 4.8552 4.3164
H40 -4.3993 -8.5483 2.9446
O11 -0.8226 -3.8039 0.3906
H41 6.0500 2.0830 -4.0292
C26 -7.9317 -1.4096 -2.5373
H42 -8.6830 1.6505 -1.0381
H43 -6.1368 -5.3191 -0.0351
S1 0.4675 1.8611 2.4101
H44 -9.5890 -6.3994 -1.2766
H45 6.3908 1.8626 0.2329
H46 -2.4417 -6.7926 3.5007
H47 4.6345 1.8630 -5.0817

Cartesian forces (eV/Å) of the 2 atoms listed first:
H 0.1263 0.0451 -0.1874
C 1.1556 -0.0607 0.1134

Kohn-Sham gap in eV: 6.5
Total charge: 0
DFT total energy in eV: -73342.3291
LUMO in eV: -2.5
E_HOMO in Ha: -0.3301

Quick look at the Löwdin charges, all values in e: atom 1 (H): 0.07, atom 2 (C): 0.04, atom 3 (C): -0.03, atom 4 (H): 0.09, atom 5 (H): 0.08, atom 6 (H): 0.08, atom 7 (C): -0.02, atom 8 (C): 0.07, atom 9 (H): 0.08, atom 10 (C): -0.03, atom 11 (H): 0.05, atom 12 (O): -0.10, atom 13 (H): 0.08, atom 14 (H): 0.08, atom 15 (C): -0.43, atom 16 (C): -0.02, atom 17 (C): -0.02, atom 18 (C): 0.04, atom 19 (H): 0.08, atom 20 (H): 0.08, atom 21 (H): 0.09, atom 22 (H): 0.09, atom 23 (H): 0.09, atom 24 (H): 0.09, atom 25 (H): 0.07, atom 26 (H): 0.06, atom 27 (O): 0.01, atom 28 (O): 0.02, atom 29 (C): -0.49, atom 30 (O): 0.03, atom 31 (H): 0.08, atom 32 (H): 0.09, atom 33 (O): 0.03, atom 34 (C): -0.15, atom 35 (O): -0.24, atom 36 (P): 0.38, atom 37 (O): 0.04, atom 38 (H): 0.09, atom 39 (C): -0.47, atom 40 (C): -0.03, atom 41 (H): 0.09, atom 42 (C): -0.47, atom 43 (H): 0.09, atom 44 (H): 0.13, atom 45 (C): -0.01, atom 46 (O): -0.27, atom 47 (H): 0.08, atom 48 (N): 0.05, atom 49 (H): 0.08, atom 50 (H): 0.09, atom 51 (H): 0.12, atom 52 (O): 0.01, atom 53 (N): -0.01, atom 54 (H): 0.19, atom 55 (H): 0.08, atom 56 (C): -0.47, atom 57 (C): -0.02, atom 58 (C): -0.02, atom 59 (H): 0.09, atom 60 (C): -0.03, atom 61 (H): 0.09, atom 62 (H): 0.09, atom 63 (H): 0.09, atom 64 (C): -0.48, atom 65 (H): 0.09, atom 66 (C): -0.02, atom 67 (O): 0.05, atom 68 (H): 0.09, atom 69 (C): -0.02, atom 70 (H): 0.09, atom 71 (C): -0.03, atom 72 (H): 0.09, atom 73 (C): -0.49, atom 74 (H): 0.08, atom 75 (C): -0.49, atom 76 (H): 0.08, atom 77 (H): 0.09, atom 78 (H): 0.09, atom 79 (O): -0.20, atom 80 (H): 0.05, atom 81 (C): -0.03, atom 82 (H): 0.08, atom 83 (H): 0.07, atom 84 (S): 0.28, atom 85 (H): 0.08, atom 86 (H): 0.08, atom 87 (H): 0.10, atom 88 (H): 0.09